The following is a DFT calculation (ωB97M-V/def2-TZVPD) of 2 unconnected molecules or ions with the total composition C11H21B2IO10S at a distorted geometry.

Geometry as ORCA input:
```
! RIJCOSX wB97M-V def2-TZVPD def2/J DEFGRID3
* xyz 0 1
I -0.94 1.68 -4.37
S -2.24 -3.21 2.87
O -1.69 -3.66 4.33
O 0.02 2.94 0.00
O -2.16 -0.50 -2.04
O -1.17 -3.32 1.93
O 2.41 2.25 -4.78
O 1.22 2.57 -2.70
O 1.84 0.44 -3.29
O -3.52 -3.81 2.66
O 1.66 0.33 0.50
O -2.46 -1.64 3.21
C 0.97 0.36 -2.08
C 1.90 1.81 -3.74
C -2.27 2.85 -1.26
C 3.69 0.65 -1.12
C -1.04 -1.25 0.08
C 0.34 -1.10 -2.24
C -1.33 -2.50 5.07
C 0.08 1.66 -2.40
C 4.34 1.56 0.08
C -2.30 -1.42 4.61
C -1.08 -1.33 -1.54
B -0.67 2.46 -1.20
B 2.10 0.46 -0.89
H -1.39 -2.42 -1.77
H -2.93 1.96 -1.55
H 4.00 2.65 -0.02
H -1.92 -0.42 4.80
H -3.28 -1.54 5.09
H 4.04 1.15 1.10
H -0.05 -1.62 0.51
H -2.43 3.75 -1.97
H -1.40 -2.70 6.14
H 3.99 1.18 -2.09
H -2.48 -0.83 -2.90
H -1.39 -0.24 0.50
H 1.72 1.20 0.96
H -1.84 -2.02 0.43
H -2.61 3.21 -0.23
H 1.07 -1.84 -1.74
H -0.57 2.69 0.75
H 0.35 -1.38 -3.36
H 4.22 -0.38 -1.12
H 5.49 1.55 -0.08
H -0.30 -2.24 4.82
*
```

Computed properties:
SMILES string: CCB(O)[C@]1(C[C@@H](C)O)OC(=O)O[C@]1(I)B(C)O.O=S1(=O)OCCO1
HOMO level, eV: -9.5
E_tot, eV: -52509.456